(1)
19
Properties=species:S:1:pos:R:3:forces:R:3 method="wB97M-V/def2-TZVPD" e_above_lowest_kcal_mol=78.6 homo_lumo_gap_ev="8.06 / 8.08" e_lumo_ev="0.07 / 0.07" e_tot_ev=-18639.516 largest_force_ev_per_a=6.02
P 1.696 -0.221 -1.038 -2.1 2.8 1.4
O 1.747 -1.052 -2.210 -0.1 -1.1 -2.0
N -0.121 1.567 -0.606 3.7 -1.2 -0.5
N 1.065 -0.835 0.321 1.4 -1.4 -0.7
C -0.227 1.090 0.800 -2.5 5.0 -2.1
C -1.011 1.097 -1.677 0.6 -0.6 1.7
C 0.742 0.179 1.240 2.9 -2.7 2.3
C 0.252 -1.999 0.186 -1.6 -0.7 -0.2
H 1.696 0.660 1.451 0.0 0.4 0.3
H -1.842 1.728 -1.640 -2.1 0.7 0.4
H 0.032 1.958 1.466 -0.7 -0.1 -0.7
H 0.220 -2.317 -0.925 0.1 0.0 2.1
H -0.743 1.241 -2.726 1.2 -0.3 0.3
H 0.384 -0.256 2.177 0.4 -0.2 0.1
H -1.211 0.841 1.127 -1.2 -0.6 -0.3
H -0.742 -1.663 0.507 -0.4 -0.4 -0.5
H 0.500 -2.756 0.966 0.3 0.1 -1.1
H 2.891 0.323 -0.678 0.8 0.7 0.3
H -1.251 0.073 -1.429 -0.7 -0.5 -0.7

(2)
19
Properties=species:S:1:pos:R:3:forces:R:3 method="wB97M-V/def2-TZVPD" e_above_lowest_kcal_mol=83.3 homo_lumo_gap_ev=6.06 e_lumo_ev=3.19 e_tot_ev=-20188.509 largest_force_ev_per_a=2.40 charge=-1 smiles=NC[C@@H](CS)NC[O-]
S 0.995 -0.586 -3.034 0.4 -0.4 0.5
O 1.015 -0.981 2.661 0.0 -0.2 0.4
N 0.967 -0.076 0.524 0.2 -1.4 -1.2
N -1.497 1.055 1.371 0.2 0.3 -0.5
C 0.426 0.641 -1.828 -0.8 1.1 -0.6
C -1.397 0.607 -0.056 -0.7 0.8 2.1
C -0.037 0.013 -0.508 -0.3 0.0 0.2
C 0.862 -1.364 1.400 1.3 1.7 1.2
H 1.056 0.672 1.196 -0.4 0.1 0.0
H -1.116 0.390 2.049 0.2 -0.1 -0.4
H -0.920 1.886 1.451 0.0 -0.1 0.3
H 1.526 -1.369 -2.053 0.0 0.2 -0.5
H 1.215 1.392 -1.691 -0.2 -0.2 0.1
H -0.151 -1.792 1.258 0.1 -0.5 -0.8
H -0.271 -1.018 -0.790 0.1 -0.1 0.2
H -2.207 -0.106 -0.106 -0.1 -0.5 -0.6
H -1.753 1.500 -0.585 0.4 -0.2 -0.4
H 1.743 -2.010 1.061 -1.1 0.0 -0.2
H -0.456 1.147 -2.319 0.9 -0.4 0.3

(3)
19
Properties=species:S:1:pos:R:3:forces:R:3 method="wB97M-V/def2-TZVPD" e_above_lowest_kcal_mol=132.8 homo_lumo_gap_ev=5.54 e_lumo_ev=-7.31 e_tot_ev=-20177.916 largest_force_ev_per_a=6.59 charge=+1
S 2.498 2.156 -0.954 0.6 0.7 -0.3
O -1.290 1.443 0.377 3.1 -3.7 -0.8
N 0.808 0.056 0.940 -4.7 1.3 -1.0
N -2.258 -1.908 0.578 -1.3 1.3 -1.0
C 1.552 -0.306 -0.265 -0.3 -1.0 -0.8
C -1.658 -0.732 1.251 -0.3 -4.5 -0.6
C 1.376 0.839 -1.347 1.4 -1.0 1.1
C -0.657 0.167 0.527 2.5 3.5 5.0
H 2.580 -0.625 0.074 -1.1 0.4 -0.9
H 1.418 0.520 -2.389 0.1 -0.1 0.3
H 1.072 0.905 1.468 0.2 -0.1 -0.9
H 0.930 -1.153 -0.677 1.0 0.2 0.2
H -2.876 -1.712 -0.230 0.6 0.0 1.0
H -2.389 -0.052 1.687 -0.2 -0.2 -0.5
H -1.174 -1.264 2.115 0.4 1.1 -0.8
H 3.202 2.114 -2.092 0.1 0.0 0.1
H -1.830 1.068 -0.344 -1.5 1.1 -0.1
H -1.734 -2.751 0.372 0.5 0.5 0.5
H 0.430 1.238 -1.090 -1.1 0.3 -0.5

(4)
19
Properties=species:S:1:pos:R:3:forces:R:3 method="wB97M-V/def2-TZVPD" e_above_lowest_kcal_mol=51.0 homo_lumo_gap_ev=9.26 e_lumo_ev=-4.21 e_tot_ev=-20181.464 largest_force_ev_per_a=4.12 charge=+1
S 1.931 0.830 -1.168 -1.5 -2.8 -2.6
O -1.258 0.099 -1.781 1.3 -0.3 -2.7
N -0.948 -0.201 0.337 0.8 -1.7 2.1
N 1.397 -1.593 -0.449 0.4 -1.9 -2.9
C -1.693 0.238 -0.583 0.1 0.2 2.8
C -2.877 1.016 -0.351 -3.1 0.7 -2.3
C 1.950 -0.216 1.406 -0.4 3.8 1.5
C 1.568 -0.405 -0.008 1.6 1.7 0.1
H 1.440 -0.765 2.141 -0.6 -1.6 0.5
H 1.504 -1.878 -1.499 -0.4 0.7 2.8
H 1.232 -2.289 0.256 -0.2 -0.6 -0.2
H 3.020 -0.262 1.532 0.5 -0.7 -0.3
H 2.372 1.686 -0.401 1.2 2.6 2.6
H -0.426 -0.409 -1.648 -0.8 0.3 -0.6
H -3.612 0.834 -1.254 1.3 0.8 1.8
H -3.396 0.756 0.553 -0.1 -0.4 0.4
H -1.365 -0.362 1.270 0.1 0.9 -0.9
H -2.610 2.081 -0.233 -0.1 -0.4 -0.5
H 1.771 0.839 1.881 0.0 -1.4 -1.6

(5)
18
Properties=species:S:1:pos:R:3:forces:R:3 method="wB97M-V/def2-TZVPD" e_above_lowest_kcal_mol=29.1 homo_lumo_gap_ev=6.58 e_lumo_ev=4.03 e_tot_ev=-18141.838 largest_force_ev_per_a=1.65 charge=-1 smiles=NCNCCC[S-]
S 2.556 1.337 1.049 -0.4 0.1 -0.6
N -1.044 -0.784 -0.916 -0.3 -0.4 1.4
N 1.097 -2.015 -0.350 0.1 0.6 -0.1
C -0.206 1.513 -0.109 0.6 -0.3 -0.7
C -0.358 -2.021 -0.481 0.3 0.6 -1.2
C -1.178 0.298 0.068 0.3 0.8 0.5
C 0.787 1.781 1.118 -1.6 0.1 0.2
H 1.428 -1.637 -1.234 0.3 -0.2 0.0
H 0.410 1.192 1.974 -0.2 0.4 -0.2
H 0.574 2.831 1.354 0.6 0.0 0.3
H -0.566 -2.729 -1.286 0.0 -0.2 0.1
H -0.980 0.052 1.110 0.2 -1.2 -0.1
H 0.514 1.377 -0.931 -0.3 -0.5 -0.1
H -0.822 2.351 -0.495 0.4 0.2 0.9
H -0.632 -0.385 -1.743 0.3 -0.2 -0.2
H -2.247 0.591 0.148 0.5 0.3 -0.5
H -0.803 -2.429 0.412 -0.3 0.2 0.4
H 1.472 -1.322 0.312 -0.4 -0.1 0.1

(6)
18
Properties=species:S:1:pos:R:3:forces:R:3 method="wB97M-V/def2-TZVPD" e_above_lowest_kcal_mol=47.0 homo_lumo_gap_ev=6.33 e_lumo_ev=3.72 e_tot_ev=-18141.061 largest_force_ev_per_a=3.37 charge=-1 smiles=CN[C@@H](CN)C[S-]
S 1.369 -2.653 -0.393 -0.1 0.8 0.3
N 0.068 1.006 1.111 0.4 0.3 1.7
N -1.949 -1.665 -0.505 -0.2 1.4 -2.5
C -1.187 -0.387 -0.553 -0.6 0.8 -1.2
C 1.277 -0.826 0.048 1.5 -0.9 -2.9
C -0.077 -0.422 0.512 0.1 3.1 0.4
C 0.560 2.178 0.295 -1.7 -0.2 -0.3
H -0.224 2.386 -0.560 1.9 -0.6 1.3
H 1.429 -0.238 -0.930 -0.1 -0.7 1.1
H -1.266 -2.257 -0.137 1.2 -1.8 1.0
H 0.739 0.869 1.921 -1.0 0.4 -1.4
H -0.953 -0.095 -1.647 1.0 -1.0 1.5
H 2.196 -0.545 0.634 -1.3 -0.2 0.2
H -1.798 -1.886 -1.499 -0.9 -0.8 0.5
H 0.601 3.174 0.849 -0.4 -1.5 0.0
H 1.585 2.006 -0.027 0.0 0.1 -0.8
H -0.457 -1.058 1.334 0.3 0.4 -0.2
H -1.915 0.414 -0.451 0.0 0.4 1.3